32
Properties=species:S:1:pos:R:3:forces:R:3 method="wB97M-V/def2-TZVPD" charge=+1 relative_energy_kj_mol=252.16 e_homo_ev=-11.26
C 3.816501 3.612697 -1.073838 -0.77 -1.05 -0.24
C 0.238553 1.348176 -0.625923 -0.03 -0.18 2.27
C 1.157227 0.970664 -1.583842 0.83 -0.10 -0.52
C 0.423760 2.441092 0.247485 0.80 -0.51 -1.98
C 2.341632 1.692025 -1.732415 -0.11 -0.50 0.33
C 1.505133 3.236415 -0.118338 0.94 1.67 1.49
C 2.566860 2.794767 -0.893851 -0.43 -0.20 -2.29
O -0.737390 0.410307 -0.268968 -0.58 0.28 -0.25
H -1.592504 0.625508 -0.686710 0.85 0.23 0.32
H 1.059261 0.038630 -2.153427 -0.40 0.47 0.22
H -0.104393 2.634588 1.173582 -0.58 0.02 -0.52
H 3.071993 1.348515 -2.492073 -0.38 0.38 0.71
H 1.624365 4.283277 0.281114 -0.15 -1.34 0.16
H 3.563491 4.557947 -0.659753 0.70 1.06 0.25
H 4.135171 3.644930 -2.105694 -0.32 0.45 -0.43
H 4.643302 3.104741 -0.617052 0.46 0.09 0.89
C -3.023551 -2.089380 0.454484 -2.14 1.15 1.02
C -2.789028 -1.213580 -0.774952 1.90 -1.69 -1.11
C -0.963731 -2.881139 1.643992 1.19 1.19 0.15
N -2.048478 -1.993503 1.565067 0.49 0.03 -1.29
N 0.006445 -3.103767 0.714473 -2.54 0.23 1.30
N -0.811781 -3.321365 2.873024 0.58 -0.31 1.04
H -3.936916 -1.635449 0.908899 0.47 -0.49 -0.09
H -3.368797 -3.126646 0.304380 0.80 0.33 -0.36
H -1.689660 -1.142587 -1.044612 -1.51 -0.59 0.10
H -3.152718 -0.198714 -0.787308 -0.51 0.22 0.71
H -1.663454 -1.044524 1.482064 0.13 -0.15 0.46
H -0.156425 -2.712036 -0.203257 0.32 -0.26 -0.04
H 0.582436 -3.906418 0.890605 0.47 -0.08 -0.53
H -1.455418 -3.000286 3.589843 -0.24 -0.05 -0.56
H 0.054652 -3.666916 3.277976 -0.07 -0.22 -0.63
H -3.296536 -1.707973 -1.584985 -0.19 -0.08 -0.56

14
Properties=species:S:1:pos:R:3:forces:R:3 method="wB97M-V/def2-TZVPD" charge=+2 multiplicity=2 relative_energy_kj_mol=0.00 e_homo_ev="-19.51 / -19.48"
C 2.024209 -0.669273 0.394638 2.05 0.18 -0.39
N 3.227090 -0.243391 0.123728 -1.15 -0.39 0.54
O 0.976084 -0.021441 0.099422 0.01 -0.21 0.31
H 1.962846 -1.665144 0.870852 -0.63 0.16 0.06
H 3.987022 -0.813126 0.486622 0.31 0.22 -0.26
H 3.393348 0.665768 -0.303006 0.24 -0.06 0.01
N -1.595456 -0.345847 -1.123366 0.57 0.52 0.54
C -2.367631 0.372420 -0.333594 -1.25 -0.22 0.58
N -2.025008 0.924173 0.807005 1.50 0.48 -0.38
H -0.575942 -0.302494 -1.033138 -1.03 -0.22 -0.21
H -1.980301 -0.961751 -1.826920 -0.16 0.29 -0.13
H -3.434145 0.464291 -0.533380 0.15 -0.29 -0.44
H -2.544607 1.629740 1.315858 -0.69 -0.28 -0.37
H -1.047505 0.966079 1.055278 0.07 -0.19 0.15

123
Properties=species:S:1:pos:R:3:forces:R:3 method="wB97M-V/def2-TZVPD" multiplicity=2 relative_energy_kj_mol=65.53 e_homo_ev="-9.94 / -9.94"
Cu -0.039045 -2.128305 -1.795032 0.02 -0.56 0.50
C 1.243932 -1.548854 1.950669 -1.01 -0.97 0.04
F 1.825504 -2.692025 1.651867 0.69 0.36 0.00
F 0.044670 -1.881746 2.435569 0.06 0.52 0.02
F 1.914409 -0.875036 2.859130 0.21 0.18 -0.13
S 1.083827 -0.544867 0.347974 -0.25 -0.48 -1.51
O 1.348382 0.832521 0.605209 -0.44 -0.39 0.30
O 1.913592 -1.231395 -0.615743 -0.34 0.02 0.23
N -0.499263 -0.858379 -0.250068 3.08 0.78 1.53
S -1.572250 -0.069682 0.642744 -3.35 -0.46 -0.08
O -2.788456 -0.843503 0.616176 0.48 0.61 -0.31
O -1.159966 0.440253 1.912882 0.75 -0.05 -0.51
C -1.905501 1.448192 -0.396949 1.41 -0.30 -0.50
F -0.843546 2.263816 -0.321221 -0.33 0.09 0.25
F -1.968260 1.062787 -1.687501 -0.60 -0.01 0.17
F -2.985273 2.108438 -0.053310 -0.20 -0.24 0.06
C 3.070554 -4.890026 -2.203788 -1.44 -0.19 0.63
F 3.632954 -3.796008 -1.736040 0.40 0.00 -0.22
F 3.268042 -5.039581 -3.492675 0.27 0.26 0.00
F 3.496068 -5.964393 -1.557475 0.27 0.09 0.07
S 1.201900 -4.728096 -1.783798 0.48 0.50 0.94
O 0.638493 -6.039627 -1.704853 0.22 0.57 -0.78
O 1.083023 -3.922395 -0.588369 0.12 0.41 -0.41
N 0.673754 -3.628572 -2.979163 1.56 -1.47 1.37
S 0.189450 -4.599997 -4.180126 -4.50 -1.28 -2.18
O 0.919311 -5.762367 -4.590444 1.23 0.89 0.73
O -1.212763 -4.865438 -3.932576 0.57 0.65 -0.30
C 0.244274 -3.496138 -5.665078 -0.13 0.98 0.84
F -0.522722 -2.415516 -5.446612 -0.02 -0.12 0.18
F 1.496048 -3.080099 -5.845644 -0.02 -0.21 -0.44
F -0.245423 -4.102774 -6.722231 0.42 -0.39 -0.09
Cl -1.838250 5.183102 -3.591364 0.04 0.14 0.03
C -2.031119 3.451117 -3.965381 0.40 0.35 -0.24
C -3.480045 3.034045 -3.973909 -0.64 0.11 -0.05
Cl -4.608276 4.082456 -4.929784 0.56 -0.15 0.20
H -1.458561 2.953579 -3.184989 -0.32 -0.29 0.03
H -1.505854 3.259587 -4.899144 -0.26 0.11 -0.16
H -3.871667 3.046030 -2.960306 -0.03 -0.05 0.00
H -3.625937 2.056592 -4.425410 0.28 -0.17 0.21
C -6.111205 -4.843911 1.312740 0.62 -0.15 -0.71
C -5.046442 -5.620715 1.760746 -0.19 -0.45 0.31
C -3.735031 -5.310530 1.457075 -0.25 0.44 -0.07
C -3.505996 -4.172497 0.686353 0.05 -0.62 0.06
C -4.532243 -3.404587 0.184120 -0.14 0.52 -0.01
C -5.837482 -3.743038 0.512718 -0.36 -0.13 0.32
N -2.113362 -3.817304 0.392971 -0.03 -0.22 0.39
O -1.880638 -3.245175 -0.663843 0.05 0.14 -0.78
O -1.284244 -4.113148 1.216769 0.10 0.08 -0.16
H -7.144963 -5.138921 1.423438 0.04 -0.03 0.47
H -5.204650 -6.508515 2.360810 -0.22 0.02 -0.07
H -2.951682 -5.965765 1.804794 0.24 0.23 -0.05
H -4.304333 -2.518497 -0.391208 -0.01 -0.08 -0.05
H -6.701763 -3.170370 0.202484 0.31 0.26 -0.33
C 1.884311 4.383841 -3.674403 0.85 -0.33 0.92
C 1.698793 3.768403 -4.904378 -0.22 0.36 0.11
C 1.315735 2.440633 -4.964092 0.57 -0.40 -0.25
C 1.191359 1.715859 -3.784035 0.25 0.74 -0.03
C 1.438266 2.301957 -2.551681 -0.70 -0.48 -0.05
C 1.819108 3.634642 -2.502662 -0.47 -0.49 0.03
N 0.884385 0.293757 -3.878631 -0.13 -0.23 -0.38
O 0.967793 -0.237245 -4.949267 0.05 -0.05 -0.03
O 0.549917 -0.299474 -2.845799 -0.22 0.16 0.46
H 2.233543 5.399015 -3.538628 -0.21 0.14 -0.53
H 1.881346 4.337896 -5.804816 -0.19 -0.09 -0.10
H 1.246360 1.930224 -5.914490 -0.20 0.05 0.00
H 1.208720 1.712207 -1.674002 0.49 0.14 0.17
H 2.038096 4.043874 -1.525860 -0.06 0.30 -0.11
C 3.008751 -8.326954 2.423314 -0.30 -0.28 0.70
C 2.534626 -7.073918 2.769128 0.70 0.17 0.33
C 3.287205 -5.930822 2.497349 -1.11 -0.37 -0.85
C 4.494042 -6.081670 1.829858 -0.30 -0.07 0.42
C 4.952857 -7.334846 1.462714 0.26 -0.58 -0.28
C 4.226706 -8.474187 1.785114 -0.48 0.51 -0.53
N 5.328730 -4.903942 1.540133 0.18 -0.28 -0.36
O 4.783091 -3.843140 1.319317 -0.15 0.00 0.17
O 6.529897 -5.094370 1.518744 -0.09 0.15 -0.02
H 2.405031 -9.179795 2.711445 0.12 -0.12 -0.22
H 1.618719 -6.975655 3.335099 -0.15 0.02 -0.24
H 2.718841 -5.014002 2.583966 0.84 0.47 0.36
H 5.820017 -7.487850 0.835312 0.26 0.45 0.27
H 4.534590 -9.437663 1.405115 0.17 -0.03 0.19
C -4.378722 4.844117 0.470205 0.55 -0.48 1.07
C -4.606712 6.130930 0.934974 -1.58 0.45 -0.16
C -5.665442 6.857320 0.388476 0.72 0.17 -0.51
C -6.334192 6.354610 -0.726641 1.31 0.48 0.95
C -6.084694 5.069269 -1.173844 -1.12 0.90 -0.43
C -5.148860 4.281260 -0.525492 -0.73 0.20 -0.72
N -7.178861 7.279653 -1.489670 -1.11 -0.60 -0.07
O -7.364531 8.396074 -1.053609 0.28 0.02 0.00
O -7.707533 6.839361 -2.497689 0.26 0.15 0.04
H -3.658953 4.227829 0.995665 0.15 0.10 -0.13
H -4.149007 6.622133 1.780992 0.62 -0.57 0.00
H -5.844497 7.852335 0.768593 -0.26 0.01 -0.17
H -6.736249 4.819405 -2.005051 0.45 -0.72 -0.06
H -5.104276 3.247443 -0.838038 0.44 -0.04 0.19
C 3.799686 2.226001 0.816697 0.27 0.43 1.06
C 5.143623 2.342494 0.497297 -0.13 0.12 -0.78
C 6.108340 2.442963 1.476261 0.24 0.10 0.71
C 5.721856 2.365946 2.811471 -0.27 -0.31 -0.60
C 4.400595 2.153235 3.162576 -0.37 0.86 0.14
C 3.439706 2.152914 2.163384 0.02 -0.64 -0.61
N 6.722296 2.516092 3.869766 0.20 0.28 0.19
O 6.409558 2.203033 5.001544 -0.10 -0.08 -0.06
O 7.800509 2.983852 3.561281 0.02 -0.11 -0.11
H 2.986053 2.292284 0.115275 0.29 -0.25 -0.42
H 5.453289 2.386915 -0.540523 -0.02 0.07 0.02
H 7.143732 2.636984 1.236721 0.01 -0.15 -0.02
H 4.097936 2.202747 4.198850 0.14 -0.36 0.06
H 2.389243 1.980231 2.348057 0.01 0.29 0.51
C 1.089609 2.070945 5.176809 -0.32 0.13 -1.51
C 1.416127 3.378643 5.524565 0.22 0.31 1.07
C 0.672720 4.453227 5.071071 -0.46 -0.45 -1.18
C -0.356126 4.168090 4.168383 -0.29 0.54 1.32
C -0.852037 2.898227 4.002745 0.24 -0.92 -1.08
C -0.047936 1.837570 4.396511 0.63 0.10 1.03
N -1.055607 5.308481 3.567826 -0.60 0.12 -0.44
O -2.204237 5.131964 3.190792 0.18 -0.05 0.08
O -0.453782 6.355873 3.434393 0.09 -0.21 0.25
H 1.748593 1.217715 5.274984 0.13 0.17 0.78
H 2.199339 3.591742 6.243552 0.20 -0.18 -0.20
H 0.815518 5.496436 5.309241 0.50 -0.09 0.13
H -1.744544 2.663876 3.440153 -0.01 0.39 -0.11
H -0.254390 0.808284 4.144423 -0.40 0.11 -0.14

71
Properties=species:S:1:pos:R:3:forces:R:3 method="wB97M-V/def2-TZVPD" charge=+1 relative_energy_kj_mol=0.00 e_homo_ev=-11.39
Ir 1.825792 0.404980 1.819178 0.25 -0.22 -0.30
O 2.147317 4.304937 0.827248 0.05 -0.02 0.04
C 2.117158 3.211147 1.334529 -0.16 0.00 -0.15
O 2.287513 2.073174 0.689744 0.00 0.00 -0.06
C 1.841608 3.057634 2.826055 0.07 -0.02 -0.03
C 1.801400 4.035764 3.800439 -0.03 0.01 0.01
C 1.583789 3.636693 5.117378 0.00 0.01 -0.02
C 1.428322 2.291389 5.448082 0.03 -0.02 0.01
C 1.475967 1.362402 4.428444 -0.02 0.02 0.00
N 1.662790 1.790971 3.179936 -0.18 0.08 0.15
C 1.386795 -0.159299 4.560097 -0.06 -0.02 -0.07
O 1.291098 -0.669696 5.641094 -0.06 -0.01 0.04
O 1.446563 -0.818903 3.407675 0.13 0.02 0.10
H 1.940390 5.071358 3.524419 0.01 0.00 0.00
H 1.546612 4.382717 5.899685 0.01 0.00 0.00
H 1.286486 1.957152 6.466053 -0.01 0.00 0.00
C -4.105411 3.692230 -1.655942 0.00 0.02 0.00
C -2.772682 3.155170 -2.161723 0.01 0.01 0.00
C -1.663932 3.312509 -1.127167 0.01 0.00 0.02
C -0.339330 2.676991 -1.522386 -0.03 -0.06 -0.09
N -0.443328 1.217721 -1.691945 0.11 -0.05 0.03
C -0.473949 0.291773 -0.721447 -0.08 0.06 0.01
Se -0.448394 0.602485 1.158877 -0.20 0.14 0.13
N -0.698520 -0.912289 -1.271013 0.14 -0.03 0.03
C -0.908588 -2.166567 -0.548155 0.03 0.02 -0.01
C -2.370091 -2.394639 -0.184883 0.00 -0.01 -0.02
C -2.511128 -3.553205 0.802474 0.02 -0.01 -0.02
C -2.047950 -3.198444 2.212260 0.00 -0.01 0.00
C -0.779289 -0.770797 -2.644978 -0.03 0.00 -0.01
C -0.990344 -1.703681 -3.658410 0.03 0.00 -0.01
C -1.010221 -1.216954 -4.946823 -0.02 -0.01 0.01
C -0.837098 0.151496 -5.221500 0.00 0.01 0.01
C -0.639916 1.074337 -4.218006 0.01 -0.01 -0.01
C -0.611038 0.582886 -2.913773 -0.05 0.01 -0.02
H -4.887512 3.587439 -2.407008 0.00 0.00 0.00
H -4.028751 4.750047 -1.399414 0.00 0.00 0.00
H -4.426871 3.156648 -0.760611 0.00 0.00 0.00
H -2.488422 3.681102 -3.078512 0.01 -0.02 -0.01
H -2.886268 2.100370 -2.432738 -0.02 0.00 0.02
H -1.987240 2.903666 -0.165268 0.02 -0.02 -0.01
H -1.460725 4.372758 -0.956086 -0.03 0.01 0.01
H 0.440086 2.867142 -0.798549 0.17 0.05 0.21
H 0.006428 3.065024 -2.479734 0.02 0.01 0.01
H -0.291333 -2.133130 0.344078 0.03 0.03 0.03
H -0.531454 -2.963350 -1.188388 0.03 -0.05 0.02
H -2.947943 -2.589251 -1.091378 0.01 0.01 -0.01
H -2.770301 -1.479327 0.261368 0.00 -0.01 0.02
H -1.946622 -4.414735 0.429334 -0.03 -0.02 0.00
H -3.554775 -3.868531 0.830357 -0.01 0.02 0.01
H -0.981336 -2.965325 2.255206 0.00 0.02 0.00
H -2.228368 -4.022929 2.901309 0.01 0.00 0.00
H -2.585309 -2.326159 2.588255 0.00 -0.01 0.01
H -1.133268 -2.754692 -3.448748 0.00 0.00 0.00
H -1.168413 -1.900751 -5.769292 0.00 0.00 0.00
H -0.864789 0.486778 -6.249012 0.00 0.00 0.00
H -0.518294 2.125356 -4.436891 0.00 0.00 -0.01
C 2.385426 -4.878065 0.811992 0.00 0.00 0.00
C 2.456597 -3.447686 0.405201 -0.01 -0.01 -0.01
C 2.898131 -2.848342 -0.758782 -0.03 -0.02 0.01
C 2.759542 -1.464526 -0.569897 0.01 -0.01 -0.01
N 2.243833 -1.241846 0.638225 0.02 0.07 -0.05
N 2.065336 -2.454214 1.217945 -0.04 0.06 0.03
C 3.135271 -0.348658 -1.482594 -0.05 0.02 0.02
H 2.695678 -5.514983 -0.012335 0.00 0.00 0.00
H 1.370555 -5.154711 1.100262 0.00 0.00 0.00
H 3.041295 -5.074194 1.660625 0.00 0.00 0.00
H 3.298227 -3.347031 -1.625071 0.00 0.01 0.00
H 1.757928 -2.472411 2.185332 0.00 -0.03 -0.01
H 2.486993 -0.327373 -2.359241 -0.06 0.00 -0.04
H 4.154162 -0.490192 -1.841643 0.00 0.00 0.01
H 3.074084 0.612657 -0.973812 -0.03 0.00 -0.02